A structure of composition C20H56N5O6Pb at a distorted geometry. Source: OMol25; level of theory: ωB97M-V/def2-TZVPD.

Properties
HOMO level, hartree: -0.363
F_max, eV/A: 3.86
Energy above the lowest of the compared OMol25 structures with the same formula, charge and spin, kcal/mol: 191.35
E_tot, eV: -46617.523
Frontier orbital gap, eV: 5.08
Net charge: +1

Last column: Mulliken charge in e.
Geometry (Å):
Pb1 -1.1747 -0.0570 -0.8151  1.254
O1 0.2802 -2.5584 -2.4071  -0.804
H1 0.5318 -3.4803 -2.6103  0.095
C1 -3.3195 4.6407 1.4852  -1.657
C2 -2.4294 3.3704 1.4571  0.333
C3 -2.7223 2.4409 2.6722  -0.769
O2 -1.9558 1.2661 2.4241  -0.130
C4 -1.6132 0.4873 3.5408  -0.842
N1 -2.8776 2.8488 0.2046  -0.460
H2 -4.3337 4.3475 1.7562  0.400
H3 -3.3029 5.3484 0.6563  0.494
H4 -2.9640 5.2179 2.3387  0.380
H5 -1.4127 3.7116 1.2623  0.193
H6 -3.7570 2.1951 2.9114  0.390
H7 -2.3644 2.9617 3.5603  0.411
H8 -2.5145 0.0816 4.0002  0.354
H9 -1.0806 1.0275 4.3236  0.310
H10 -1.0705 -0.4231 3.2864  0.247
H11 -3.0123 3.6072 -0.4486  0.238
H12 -3.8580 2.6075 0.2284  0.211
C5 1.5127 2.2336 -5.3800  -1.757
C6 1.8908 2.2507 -3.9210  0.524
C7 2.9235 3.3890 -3.6853  -0.988
O3 3.2294 3.6188 -2.2855  -0.221
C8 4.4553 4.3972 -2.0944  -0.869
N2 0.6586 2.5656 -3.2392  -0.427
H13 0.8812 1.3939 -5.6702  0.372
H14 2.3036 2.2020 -6.1294  0.389
H15 0.9764 3.1040 -5.7580  0.451
H16 2.1864 1.2316 -3.6714  0.272
H17 2.5185 4.3431 -4.0226  0.409
H18 3.8126 3.2379 -4.2976  0.500
H19 4.4164 5.3351 -2.6484  0.338
H20 5.2923 3.8086 -2.4699  0.367
H21 4.7279 4.5535 -1.0507  0.244
H22 0.8096 3.3052 -2.5682  0.224
H23 0.0568 3.0714 -3.8735  0.251
C9 0.3752 -5.2156 3.1077  -1.297
C10 0.9380 -4.6058 1.8240  0.417
C11 1.6957 -5.6638 0.9502  -0.712
O4 2.7551 -6.3796 1.6752  -0.333
C12 3.8409 -6.7563 0.8437  -0.685
N3 -0.1597 -3.9783 1.0743  -0.469
H24 -0.5424 -5.7970 3.0182  0.350
H25 0.2057 -4.4015 3.8125  0.322
H26 1.1715 -5.8547 3.4891  0.314
H27 1.6140 -3.7817 2.0524  0.153
H28 2.2806 -5.0095 0.3038  0.375
H29 1.0609 -6.2152 0.2567  0.335
H30 3.4875 -7.4792 0.1084  0.284
H31 4.6462 -7.1420 1.4690  0.233
H32 4.1451 -5.8410 0.3361  0.315
H33 -0.8553 -4.7093 1.0311  0.287
H34 0.1725 -3.9632 0.1206  0.151
C13 -5.9992 -2.9801 -0.6342  -1.490
C14 -4.8084 -2.1020 -1.0664  0.370
C15 -5.0385 -1.2553 -2.2672  -0.973
O5 -3.8216 -0.6983 -2.7491  -0.082
C16 -3.9398 -0.0080 -3.9605  -0.833
N4 -4.3743 -1.2028 0.0178  -0.426
H35 -6.9642 -2.4906 -0.7649  0.339
H36 -5.8436 -3.2463 0.4113  0.405
H37 -6.1247 -3.9063 -1.1949  0.391
H38 -4.0204 -2.8147 -1.3096  0.222
H39 -5.8274 -0.5361 -2.0471  0.405
H40 -5.4766 -1.9013 -3.0280  0.442
H41 -4.4682 -0.6835 -4.6332  0.339
H42 -2.9547 0.2149 -4.3704  0.256
H43 -4.5714 0.8682 -3.8135  0.316
H44 -5.1213 -0.5532 0.2179  0.226
H45 -4.3295 -1.7155 0.8868  0.243
C17 3.8829 -0.0928 0.5363  -1.429
C18 2.9710 0.7231 1.5290  0.248
C19 3.8106 1.6195 2.5400  -0.801
O6 2.9257 2.0907 3.5657  -0.244
C20 3.6536 2.7559 4.6027  -0.769
N5 2.1362 1.5389 0.7221  -0.296
H46 4.5061 -0.7971 1.0873  0.391
H47 4.4893 0.6171 -0.0262  0.379
H48 3.4001 -0.6732 -0.2500  0.355
H49 2.3418 0.0438 2.1042  0.284
H50 4.3589 2.4578 2.1102  0.352
H51 4.5553 0.9601 2.9859  0.456
H52 4.4220 3.4383 4.2394  0.296
H53 4.1602 1.9843 5.1825  0.313
H54 2.9728 3.2232 5.3142  0.247
H55 2.7672 2.0406 0.1136  0.059
H56 1.7978 2.1921 1.4141  0.243

A cluster of 7 separate species, C20H57ClN5O10 in total at a distorted geometry. Source: OMol25; level of theory: ωB97M-V/def2-TZVPD.

Properties
HOMO level, hartree: -0.226
F_max, eV/A: 5.53
Energy above the lowest of the compared OMol25 structures with the same formula, charge and spin, kcal/mol: 64.60
E_tot, eV: -62102.651
Frontier orbital gap, eV: 8.66
Net charge: -1

Last column: Mulliken charge in e.
Geometry (Å):
Cl1 1.3292 -0.2024 1.1133  1.615
O1 1.9928 -1.4744 0.8957  -0.509
O2 0.9811 -0.0565 2.5247  -0.762
O3 1.9405 0.9544 0.6239  -0.624
O4 0.0408 -0.2990 0.4219  -0.702
O5 4.0622 -3.8078 0.5755  -0.635
H1 3.8449 -3.8919 -0.3529  0.330
H2 3.7251 -2.9470 0.8239  0.209
C1 1.3811 -5.3559 1.9147  -1.567
C2 0.9594 -4.7885 0.5330  1.348
C3 0.4434 -5.8617 -0.4053  -0.891
O6 1.5251 -6.5226 -1.0644  -0.266
C4 1.3328 -7.6838 -1.9687  -0.730
N1 -0.0403 -3.7398 0.7854  -0.804
H3 1.7880 -6.3580 1.7796  0.375
H4 0.5219 -5.2316 2.5738  0.422
H5 2.1832 -4.6799 2.2108  0.262
H6 1.7571 -4.1943 0.0873  -0.028
H7 -0.2264 -5.5330 -1.1999  0.341
H8 -0.1489 -6.5429 0.2056  0.330
H9 0.5471 -7.4700 -2.6934  0.283
H10 1.0000 -8.5057 -1.3348  0.291
H11 2.3119 -7.8585 -2.4148  0.200
H12 -0.2963 -3.1487 0.0075  0.201
H13 0.4694 -3.0792 1.3546  0.212
C5 -2.6508 -1.5300 -1.9215  -1.109
C6 -3.2567 -0.7456 -3.0529  0.263
C7 -4.1291 0.3878 -2.4658  0.177
O7 -4.8419 1.0586 -3.4761  -0.430
C8 -5.9006 1.9153 -2.9648  -0.697
N2 -2.2122 -0.0446 -3.8478  -0.818
H14 -1.9800 -2.3192 -2.2610  0.357
H15 -3.4605 -2.1164 -1.4871  0.472
H16 -2.2720 -0.8550 -1.1541  -0.061
H17 -3.8975 -1.3603 -3.6851  0.383
H18 -3.4449 1.0688 -1.9596  -0.366
H19 -4.8331 0.0834 -1.6914  0.410
H20 -5.5860 2.7142 -2.2933  0.171
H21 -6.7657 1.3712 -2.5855  0.321
H22 -6.3160 2.5431 -3.7531  0.331
H23 -1.7425 0.6481 -3.2824  0.326
H24 -2.7381 0.4746 -4.5362  0.399
C9 -0.2251 3.5368 -0.6762  -1.453
C10 -0.7407 3.0645 -2.0774  1.044
C11 -0.0308 3.7155 -3.1821  -1.133
O8 -0.4778 5.0859 -3.2398  -0.319
C12 0.1827 5.8159 -4.2509  -0.813
N3 -0.3170 1.6676 -2.1588  -0.432
H25 0.8610 3.5876 -0.5987  0.350
H26 -0.3300 2.8740 0.1827  0.158
H27 -0.6011 4.5378 -0.4647  0.374
H28 -1.8068 3.2733 -2.1657  0.125
H29 -0.2730 3.2269 -4.1259  0.461
H30 1.0301 3.6210 -2.9501  0.380
H31 -0.0896 5.4322 -5.2342  0.321
H32 1.2504 5.9173 -4.0563  0.307
H33 -0.2983 6.7930 -4.2047  0.254
H34 0.6648 1.6460 -2.3950  0.295
H35 -0.2915 1.2966 -1.2197  -0.067
C13 -4.4506 -0.4920 2.0589  -1.573
C14 -3.1065 0.2117 2.2412  0.924
C15 -3.0066 1.5477 1.4352  0.884
O9 -3.8049 2.7005 1.7518  -0.467
C16 -4.5609 3.3375 0.7208  -0.555
N4 -2.7635 0.2917 3.6398  -0.830
H36 -5.3189 0.1380 2.2524  0.301
H37 -4.5629 -1.3256 2.7522  0.449
H38 -4.5876 -0.8252 1.0302  0.238
H39 -2.4064 -0.5010 1.8052  0.015
H40 -3.3520 1.2151 0.4564  -0.632
H41 -1.9664 1.8249 1.2641  -0.139
H42 -3.9450 3.7871 -0.0581  0.202
H43 -5.2583 4.0637 1.1385  0.335
H44 -5.1617 2.5619 0.2460  0.236
H45 -3.3534 1.0100 4.0349  0.276
H46 -1.7959 0.5812 3.6403  0.323
C17 6.3298 2.7581 4.6717  -1.500
C18 6.0921 2.2441 3.2052  0.517
C19 6.0244 0.6833 3.1085  -0.786
O10 5.3737 0.2947 1.8430  -0.311
C20 5.3296 -1.1247 1.7326  -0.619
N5 4.9462 2.8474 2.5383  -0.807
H47 5.5971 2.5214 5.4433  0.344
H48 6.3045 3.8470 4.6281  0.398
H49 7.3074 2.3544 4.9349  0.386
H50 6.9268 2.5622 2.5806  0.224
H51 5.5873 0.1818 3.9720  0.414
H52 7.0027 0.2071 3.1741  0.379
H53 4.6114 -1.3406 0.9416  0.049
H54 4.9057 -1.4903 2.6679  0.430
H55 6.2269 -1.5939 1.3291  0.312
H56 4.1859 2.6978 3.1860  0.270
H57 4.7454 2.1161 1.8712  0.424

Look up the net charge of the second one.
-1

Among the records above, which one has the highest F_max?
C20H57ClN5O10